Record 1
A structure of composition C19H50AsGeN5O5RuSi2, computed with ωB97M-V/def2-TZVPD.

Geometry as XYZ:
```
84
Properties=species:S:1:pos:R:3:forces:R:3:lowdin_spin:R:1
Ru -0.0440 0.6517 0.0923 -0.063 -0.055 0.007 2.61
C 2.8792 -1.7439 2.8408 -0.001 -0.003 0.005 0.00
C 3.2001 -0.6339 1.8456 -0.012 0.014 -0.006 0.01
C 4.2280 0.3237 2.4349 0.001 -0.005 0.010 0.00
C 3.7149 -1.2282 0.5413 0.018 -0.005 0.006 0.00
O 2.0012 0.1345 1.5305 0.046 -0.014 0.058 0.06
Ge 0.8153 0.6139 2.8920 0.030 0.029 -0.066 0.03
O 0.2008 2.0267 1.6661 0.009 -0.046 0.018 0.04
C 0.6470 3.4098 1.8291 0.013 -0.023 -0.032 0.00
C 0.7507 3.6920 3.3226 -0.023 0.000 0.013 0.00
C -0.4075 4.3123 1.2085 -0.009 0.040 0.034 0.00
C 2.0037 3.5974 1.1656 0.004 0.026 -0.001 0.00
O -0.5195 -0.4003 1.7141 -0.057 0.054 -0.105 0.11
C -1.8849 -0.6985 2.2191 0.031 -0.023 0.041 0.01
C -2.7856 0.5047 2.0091 0.015 0.005 0.033 0.01
C -2.4019 -1.9048 1.4591 0.015 0.041 -0.035 0.02
C -1.7437 -1.0316 3.6965 -0.030 -0.024 0.015 0.00
H 3.7661 -2.3506 3.0247 -0.001 -0.004 0.002 0.00
H 2.5691 -1.3360 3.8058 -0.003 0.001 0.002 0.00
H 2.0926 -2.3976 2.4644 0.007 0.008 0.000 0.00
H 5.1591 -0.1977 2.6596 -0.002 -0.002 -0.001 0.00
H 4.4543 1.1315 1.7355 -0.003 -0.003 -0.005 0.00
H 3.8611 0.7628 3.3657 0.002 0.000 0.003 0.00
H 4.5167 -1.9401 0.7371 -0.002 0.001 0.000 0.00
H 2.9138 -1.7566 0.0204 -0.017 -0.006 -0.006 0.00
H 4.1349 -0.4568 -0.1088 -0.012 0.011 -0.002 0.00
H -0.1924 3.4748 3.8264 0.007 -0.009 -0.001 0.00
H 1.5471 3.1124 3.7950 0.001 0.004 0.008 0.00
H 0.9829 4.7446 3.4812 0.005 0.004 -0.002 0.00
H -1.4021 4.0399 1.5611 -0.001 -0.004 0.000 0.00
H -0.2201 5.3484 1.4909 0.004 -0.002 -0.013 0.00
H -0.3882 4.2726 0.1199 0.008 -0.014 -0.014 0.00
H 2.7359 2.8979 1.5737 0.000 -0.005 -0.006 0.00
H 1.9324 3.4653 0.0830 -0.009 0.000 0.011 0.00
H 2.3710 4.6085 1.3428 -0.006 0.005 -0.005 0.00
H -2.9820 0.6711 0.9501 0.012 0.018 -0.018 0.00
H -3.7434 0.3296 2.4998 0.000 -0.002 -0.003 0.00
H -2.3451 1.4073 2.4345 -0.004 -0.003 -0.001 0.00
H -2.4703 -1.6880 0.3899 0.000 -0.008 -0.002 0.02
H -1.7645 -2.7745 1.6159 0.009 0.007 0.007 0.00
H -3.4069 -2.1489 1.8050 0.001 0.001 0.012 0.00
H -1.4924 -0.1534 4.2925 -0.005 0.001 0.001 0.00
H -2.6953 -1.4135 4.0662 0.001 -0.002 0.010 0.00
H -0.9873 -1.8018 3.8579 0.007 -0.001 -0.011 0.00
N 2.0663 1.0322 -1.0987 0.025 -0.046 0.059 0.09
N 1.9585 1.9869 -2.1085 0.020 0.018 -0.027 0.01
C 0.7850 2.6274 -2.2569 -0.032 0.016 -0.004 0.01
N 0.6827 3.5882 -3.1535 0.013 0.003 -0.002 0.00
N -0.1848 2.1786 -1.4419 -0.001 0.017 -0.019 0.05
N -1.4593 2.6935 -1.4971 0.018 -0.018 -0.062 0.00
O -2.2328 2.0958 -0.7737 -0.040 -0.048 0.060 0.05
O -1.7370 3.6415 -2.1943 -0.017 0.031 0.013 0.01
H 2.6282 1.3573 -0.3149 0.011 -0.008 0.001 0.00
H 2.4439 0.1666 -1.4662 0.016 -0.006 -0.001 0.01
H 2.7914 2.3372 -2.5599 -0.003 -0.007 -0.002 0.00
H 1.4650 3.8347 -3.7390 -0.004 0.008 -0.001 0.00
H -0.1944 4.0810 -3.2489 0.002 -0.007 0.002 0.00
C 0.6809 -3.6132 0.3947 -0.025 0.003 -0.015 0.00
Si -0.2114 -3.4421 -1.2317 -0.002 -0.014 0.017 0.06
C -1.8599 -4.3033 -1.2237 -0.002 -0.007 0.005 0.02
C 0.8467 -3.9153 -2.6861 0.005 0.008 0.002 0.02
As -0.6305 -1.0822 -1.5880 0.030 0.048 0.057 0.63
Si -2.4120 -0.8232 -3.1967 0.022 -0.010 -0.048 0.06
C -3.9741 -1.0951 -2.2288 -0.013 0.023 -0.006 0.03
C -2.3273 0.8712 -3.9669 -0.001 -0.016 0.032 0.00
C -2.0538 -2.1228 -4.4780 -0.011 0.008 -0.008 0.00
H 0.3379 -4.5159 0.9063 -0.001 0.000 -0.003 0.00
H 0.4947 -2.7615 1.0492 0.000 -0.001 0.005 0.00
H 1.7562 -3.7096 0.2435 0.014 0.005 0.000 0.00
H -1.6627 -5.3784 -1.1661 -0.002 -0.001 0.001 0.00
H -2.4494 -4.1320 -2.1234 0.004 0.010 -0.010 0.00
H -2.4624 -4.0364 -0.3557 -0.003 0.001 -0.011 0.00
H 1.0782 -4.9821 -2.6195 -0.005 -0.003 0.007 0.00
H 1.7946 -3.3743 -2.6855 -0.001 -0.001 -0.006 0.00
H 0.3510 -3.7447 -3.6417 -0.004 0.003 -0.002 0.00
H -4.1062 -0.3274 -1.4636 0.007 -0.003 -0.001 0.00
H -4.0064 -2.0754 -1.7522 0.004 -0.007 -0.006 0.00
H -4.8251 -1.0280 -2.9128 -0.004 -0.008 0.008 0.00
H -2.8224 1.6284 -3.3604 -0.003 0.008 -0.006 0.00
H -2.8605 0.8317 -4.9205 -0.005 -0.010 -0.003 0.00
H -1.3049 1.1826 -4.1903 0.003 0.008 -0.002 0.00
H -2.0334 -3.1382 -4.0850 0.002 -0.005 0.013 0.00
H -1.1083 -1.9276 -4.9874 0.001 -0.004 0.003 0.00
H -2.8437 -2.0828 -5.2336 -0.003 0.004 0.004 0.00
```
Forces are in eV/Å.

Results
2S+1: 5
HOMO energy (spin up / spin down) in eV: -14.10 / -14.31
Total charge: +2
ΔE to the lowest compared entry with this formula, charge and spin in kcal per mole: 0.60

***

Record 2
A structure of composition C19H50O21S4V2 in a non-equilibrium geometry, computed with ωB97M-V/def2-TZVPD.

Geometry as XYZ:
```
96
Properties=species:S:1:pos:R:3:forces:R:3:lowdin_spin:R:1
O 2.8567 1.2884 1.2785 -0.701 -3.666 -0.531 0.07
V 2.6661 -0.2605 0.7547 2.205 2.995 -2.492 -0.07
O 4.0869 -0.6299 0.0635 -3.094 0.740 1.993 0.03
O -0.6429 -2.5181 1.8812 0.297 2.357 1.185 0.05
V -0.5980 -1.0010 2.4538 -1.726 -1.654 -0.096 -0.05
O -1.1343 -1.0442 3.9570 1.297 -0.499 -1.752 0.01
C 2.6581 -2.4586 4.5560 -0.142 -0.840 -0.682 0.10
C 2.4352 -0.9980 4.0377 0.670 0.680 0.406 0.10
C 3.7566 -0.1918 4.0767 -0.147 -0.473 -0.133 0.01
O 1.7601 -1.0549 2.8091 0.534 0.537 -0.125 0.71
H 3.5403 -2.8520 4.0511 -0.034 0.008 -0.124 0.00
H 1.7917 -3.0647 4.2911 0.028 -0.007 0.092 0.00
H 2.8351 -2.5791 5.6247 -0.170 0.771 -0.014 0.01
H 1.7175 -0.5617 4.7325 -0.405 0.043 0.238 0.03
H 4.5446 -0.5777 3.4300 -0.287 -0.018 -0.600 0.00
H 4.2383 -0.3153 5.0466 -0.480 0.045 0.335 0.00
H 3.6030 0.8722 3.8965 -0.058 -0.116 -0.155 0.00
C -0.5961 -0.3268 -1.8213 -2.172 0.263 -1.847 0.00
C 0.4471 -0.0298 -0.8444 -1.266 -0.676 -0.866 0.00
O 0.2426 -0.2470 0.3650 0.500 -0.559 3.275 0.00
O 1.5248 0.3721 -1.2695 2.729 0.021 0.891 0.00
H -1.6398 -0.4238 -1.5225 0.214 -0.004 0.982 0.00
H -0.4357 -1.2292 -2.4113 0.669 0.066 0.106 0.00
H -0.6775 0.4814 -2.5482 0.479 0.111 -0.149 0.00
C 2.5904 -1.2247 -4.4121 0.734 0.146 -0.564 0.00
O 2.7868 0.1203 -3.9615 -0.144 -0.686 -0.586 0.00
H 1.7690 -1.7247 -3.8989 -0.021 -0.051 -0.089 0.00
H 2.4888 -1.2800 -5.4960 -0.993 0.708 -0.125 0.00
H 3.4943 -1.8338 -4.4007 0.329 -0.035 1.197 0.00
H 2.4292 0.1949 -3.0737 0.046 -0.108 0.248 0.00
C -2.4215 -0.5760 -4.9564 -0.457 0.782 -0.321 0.00
O -3.5554 0.2778 -5.1375 0.006 -0.121 0.580 0.00
H -1.5984 -0.1691 -5.5439 0.262 -0.402 -0.113 0.00
H -2.1314 -0.5136 -3.9076 -0.250 -0.051 -0.086 0.00
H -2.6581 -1.6083 -5.2142 0.190 -0.075 -0.065 0.00
H -3.8795 0.2427 -6.0404 0.195 -0.159 -0.075 0.00
O -2.8061 -0.6490 1.7836 -0.001 -0.413 -0.356 0.00
S -3.7560 0.0354 0.9159 -2.134 1.743 -2.081 0.00
O -3.2412 1.1078 0.0466 -1.101 -2.334 1.905 0.00
O -4.6114 -0.9732 -0.1221 1.780 1.101 1.920 0.00
C -4.8490 -2.3735 0.2994 1.789 0.230 -1.195 0.00
C -3.7124 -3.2368 -0.2911 -0.022 -0.442 0.183 0.00
C -5.2059 0.6453 2.0070 1.518 0.380 -0.296 0.00
H -5.8013 -2.5732 -0.1919 -0.067 -0.232 0.703 0.00
H -4.7571 -2.4222 1.3844 -0.810 -0.172 -0.022 0.00
H -3.5060 -3.0831 -1.3503 -0.265 0.472 0.013 0.00
H -3.9096 -4.3065 -0.2207 -0.492 -0.052 0.203 0.00
H -2.7796 -3.1315 0.2629 0.030 0.425 0.056 0.00
H -5.7245 -0.1213 2.5828 0.276 -0.383 -0.534 0.00
H -5.8804 1.2668 1.4180 0.167 -0.430 -0.380 0.00
H -4.7376 1.3164 2.7269 0.291 -0.033 -0.054 0.00
O 1.7878 4.9395 -0.6819 0.042 0.451 -0.600 0.00
S 2.1835 5.5213 -1.9443 1.815 0.575 -2.140 0.00
O 3.5004 6.2084 -2.0926 -3.744 -1.811 0.399 0.00
O 2.1504 4.3335 -3.1152 1.259 1.293 2.081 0.00
C 1.2502 3.2309 -2.9846 -0.986 0.302 -0.848 0.00
C 0.2571 3.4664 -4.1053 -0.854 -1.267 0.050 0.00
C 0.8101 6.5709 -2.6771 1.233 -0.424 1.073 0.00
H 0.7700 3.1533 -2.0092 0.139 0.379 0.137 0.00
H 1.7356 2.2697 -3.1535 0.599 0.419 -0.037 0.00
H 0.7738 3.6835 -5.0401 -0.065 0.126 0.136 0.00
H -0.5463 4.1743 -3.9011 0.372 0.345 0.045 0.00
H -0.2817 2.5286 -4.2406 -0.104 -0.219 -0.296 0.00
H 0.5988 7.3643 -1.9601 0.114 0.002 -0.064 0.00
H -0.0761 5.9507 -2.8122 0.300 -0.017 -0.044 0.00
H 1.2227 6.9723 -3.6026 -0.155 -0.144 0.077 0.00
O -0.8298 1.2010 2.6766 -0.300 1.584 -0.177 0.00
S -1.1353 2.6328 2.4229 2.296 1.540 -1.282 0.00
O -2.4773 3.0891 2.1785 1.032 -0.863 1.093 0.00
O -0.4344 3.5420 3.6246 -0.723 -1.946 -0.610 0.00
C 0.5876 2.9122 4.4900 -0.485 -0.659 0.869 0.00
C 0.0161 2.1254 5.6896 -1.130 0.678 -0.521 0.00
C -0.1073 3.2316 0.9640 -0.689 -0.543 1.073 0.00
H 1.1799 3.7406 4.8788 -0.042 0.046 -0.440 0.00
H 1.2086 2.2022 3.9437 0.079 0.418 -0.539 0.00
H 0.8157 1.7188 6.3088 0.004 0.020 -0.100 0.00
H -0.6907 1.3535 5.3850 0.454 -0.430 -0.309 0.00
H -0.6401 2.7467 6.2990 0.404 0.383 0.213 0.00
H -0.2958 4.2962 0.8253 -0.274 -0.169 0.178 0.00
H -0.4661 2.6495 0.1152 0.001 0.035 0.064 0.00
H 0.9621 3.0998 1.1287 -0.147 -0.313 0.194 0.00
O 3.1570 -4.6793 -0.6651 -1.223 0.599 0.971 0.00
S 2.1108 -4.0246 0.0865 -0.039 0.180 -1.368 0.00
O 2.1519 -2.5448 0.0659 -0.669 -1.464 0.678 0.00
O 0.6340 -4.5393 -0.4934 2.169 -0.325 2.133 0.00
C 0.1438 -3.8998 -1.6418 -1.329 0.935 -1.694 0.00
C -0.8717 -4.7380 -2.4616 1.162 0.012 0.616 0.00
C 2.1004 -4.6639 1.7884 -0.565 -0.087 -0.334 0.00
H 0.9245 -3.6952 -2.3743 0.421 0.208 0.342 0.00
H -0.3317 -2.9720 -1.3237 0.159 0.086 0.003 0.00
H -0.9927 -4.2277 -3.4172 -0.168 0.130 0.066 0.00
H -1.8448 -4.8966 -1.9967 0.231 -0.108 0.083 0.00
H -0.3412 -5.6622 -2.6909 -0.476 -0.318 0.023 0.00
H 2.2072 -5.7480 1.7505 0.091 0.099 -0.285 0.00
H 1.1743 -4.4370 2.3165 -0.127 0.237 -0.394 0.00
H 2.9319 -4.2374 2.3494 0.123 0.089 -0.520 0.00
```
Forces are in eV/Å.

Results
2S+1: 2
HOMO energy (spin up / spin down) in eV: -11.72 / -11.72
Total charge: +1

***

| no. | energy (eV) |
| --- | --- |
| 1 | -173879.788 |
| 2 | -158216.378 |